# 1
Below is a 2-piece molecular cluster, CH8N3O overall in a non-equilibrium geometry, with properties calculated with ωB97M-V/def2-TZVPD.

## Properties
ΔE to the lowest compared entry with this formula, charge and spin = 0.354 eV
LUMO energy (alpha / beta) = 0.86 / -1.35 eV
Spin multiplicity = 2
Highest occupied orbital energy (alpha / beta) = -9.05 / -9.01 eV

Geometry (Å):
N -0.24 0.32 -1.32
C -0.64 -0.48 -0.16
N -1.33 0.42 0.74
N 0.43 -1.13 0.50
H -0.75 0.15 -2.17
H 0.77 0.36 -1.42
H -1.95 1.07 0.30
H -1.68 0.07 1.62
H -1.38 -1.19 -0.60
H 0.33 -2.14 0.47
H 1.71 0.18 0.52
H 2.60 1.34 1.15
O 2.13 1.06 0.38

Here are the Mulliken charges for atoms 1 to 5, given in e: number 1, N, carries -0.561; number 2, C, carries 0.553; number 3, N, carries -0.653; number 4, N, carries -0.678; number 5, H, carries 0.221

# 2
Below is one molecule with the formula C2H9N5O, with properties calculated with ωB97M-V/def2-TZVPD.

## Properties
ΔE to the lowest compared entry with this formula, charge and spin = 5.015 eV
LUMO energy (alpha / beta) = -0.41 / -0.73 eV
Spin multiplicity = 1
Highest occupied orbital energy (alpha / beta) = -7.55 / -7.78 eV

Geometry (Å):
C 1.01 -0.09 -0.06
N 1.44 -0.23 1.28
N 1.42 1.12 -0.60
O 1.21 -1.15 -0.89
H 1.31 -1.19 1.58
H 0.98 0.42 1.91
H 1.47 1.14 -1.61
H 2.14 1.64 -0.11
C -0.84 -0.25 -0.07
N -1.39 0.22 1.18
N -1.45 0.45 -1.17
N -0.59 -1.59 -0.19
H -1.24 -0.47 1.90
H -2.40 0.33 1.08
H -1.00 0.18 -2.04
H -1.32 1.45 -1.05
H -0.75 -1.96 -1.12

Here are the Mulliken charges for atoms 1 to 5, given in e: number 1, C, carries 0.701; number 2, N, carries -0.696; number 3, N, carries -0.420; number 4, O, carries -0.669; number 5, H, carries 0.303

# 3
Below is C23H24N6PtS2Sb as an isolated structure, with properties calculated with ωB97M-V/def2-TZVPD.

## Properties
ΔE to the lowest compared entry with this formula, charge and spin = 0.000 eV
LUMO energy = -2.57 eV
Spin multiplicity = 1
Highest occupied orbital energy = -10.60 eV
Net charge = +1

Geometry (Å):
Pt -0.47 0.44 0.14
C 3.32 -1.18 0.98
C 2.36 -2.33 0.92
C 2.85 -3.64 1.02
C 1.96 -4.70 1.04
C 0.60 -4.43 0.96
C 0.20 -3.10 0.84
N 1.05 -2.08 0.81
Sb -1.92 -2.78 0.86
C -2.33 -1.64 -0.93
C -3.12 -2.26 -1.88
C -3.57 -1.53 -2.98
C -3.26 -0.19 -3.04
C -2.49 0.41 -2.05
C -2.26 1.89 -2.12
N -2.00 -0.33 -1.03
C -2.05 -1.04 2.15
C -2.65 -1.31 3.37
C -2.88 -0.28 4.27
C -2.54 1.00 3.90
C -1.96 1.24 2.66
C -1.71 2.66 2.25
N -1.69 0.22 1.82
H 4.31 -1.49 0.65
H 3.40 -0.83 2.01
H 2.97 -0.34 0.38
H 3.91 -3.80 1.10
H 2.32 -5.71 1.13
H -0.13 -5.22 1.00
H -3.38 -3.30 -1.77
H -4.17 -2.00 -3.74
H -3.63 0.43 -3.85
H -3.21 2.40 -1.91
H -1.94 2.18 -3.11
H -1.53 2.21 -1.39
H -2.94 -2.32 3.62
H -3.34 -0.47 5.23
H -2.73 1.84 4.55
H -2.61 3.24 2.42
H -1.42 2.73 1.21
H -0.91 3.09 2.86
C 3.12 1.05 -3.87
N 2.81 1.96 -2.78
C 3.47 3.14 -2.48
C 2.91 3.64 -1.36
N 1.91 2.77 -1.00
C 1.85 1.75 -1.86
S 0.80 0.39 -1.85
H 3.79 1.56 -4.56
H 2.20 0.78 -4.39
H 3.59 0.15 -3.48
H 4.28 3.50 -3.08
H 3.14 4.53 -0.80
H 1.38 2.77 -0.13
S 2.00 1.43 3.78
C 1.37 1.43 2.32
N 0.92 1.45 1.22

Here are the Mulliken charges for atoms 1 to 5, given in e: number 1, Pt, carries 0.701; number 2, C, carries -0.959; number 3, C, carries 0.669; number 4, C, carries -0.731; number 5, C, carries -0.482

# 4
Below is a 6-piece molecular cluster, H10IO5 overall, with properties calculated with ωB97M-V/def2-TZVPD.

## Properties
ΔE to the lowest compared entry with this formula, charge and spin = 0.871 eV
LUMO energy = 3.11 eV
Spin multiplicity = 1
Highest occupied orbital energy = -4.28 eV
Net charge = -1

Geometry (Å):
I -13.03 -13.16 1.19
O -10.91 -17.49 -0.02
H -11.47 -16.76 0.24
H -10.17 -17.08 -0.46
O -9.51 -10.75 -0.76
H -9.93 -9.90 -0.85
H -10.24 -11.36 -0.64
O -13.05 -11.87 -3.82
H -13.53 -11.05 -3.95
H -13.25 -12.12 -2.92
O -17.00 -14.62 -1.39
H -16.45 -14.76 -2.16
H -16.39 -14.65 -0.65
O -15.84 -11.19 4.36
H -15.20 -11.38 3.67
H -15.32 -11.17 5.17

Here are the Mulliken charges for atoms 1 to 5, given in e: number 1, I, carries -0.945; number 2, O, carries -0.662; number 3, H, carries 0.344; number 4, H, carries 0.309; number 5, O, carries -0.649

# 5
Below is a 2-piece molecular cluster, C6H12OS overall in a non-equilibrium geometry, with properties calculated with ωB97M-V/def2-TZVPD.

## Properties
ΔE to the lowest compared entry with this formula, charge and spin = 4.480 eV
LUMO energy = -0.23 eV
Spin multiplicity = 1
Highest occupied orbital energy = -8.60 eV

Geometry (Å):
C -0.20 1.18 -0.36
C 0.24 -0.37 1.50
C 0.90 -0.94 -1.00
C 2.15 0.84 0.23
C -2.94 -1.07 -0.68
C 0.78 0.08 0.11
O -0.81 1.91 0.38
S -3.81 0.16 0.04
H 0.42 0.28 2.30
H 0.46 -1.40 1.76
H -0.88 -0.42 1.57
H 0.15 -1.70 -1.08
H 1.02 -0.28 -1.92
H 1.78 -1.67 -0.90
H 1.79 1.86 0.27
H 2.60 0.66 -0.72
H 2.76 0.43 1.07
H -0.06 1.31 -1.45
H -2.73 -1.94 -0.07
H -3.62 1.07 -1.04

Here are the Mulliken charges for atoms 1 to 5, given in e: number 1, C, carries -0.322; number 2, C, carries -1.552; number 3, C, carries -1.510; number 4, C, carries -1.466; number 5, C, carries -0.343

# 6
Below is a 13-piece molecular cluster, C96H208N10O13 overall in a non-equilibrium geometry, with properties calculated with ωB97M-V/def2-TZVPD.

## Properties
ΔE to the lowest compared entry with this formula, charge and spin = 0.000 eV
LUMO energy = 0.44 eV
Spin multiplicity = 1
Highest occupied orbital energy = -8.41 eV

Geometry (Å):
C 2.94 -4.16 -3.13
C 3.97 -3.58 -2.23
C 3.35 -3.34 -0.83
C 4.38 -3.07 0.26
C 5.40 -4.16 0.34
C 6.11 -4.34 -1.05
N 5.12 -4.53 -2.12
O 5.85 -4.55 -3.45
C 7.05 -3.10 -1.20
C 7.03 -5.52 -1.04
C 4.38 -2.24 -2.82
H 2.57 -5.14 -2.73
H 3.35 -4.30 -4.14
H 2.11 -3.50 -3.26
H 2.66 -2.51 -0.93
H 2.85 -4.33 -0.48
H 3.87 -3.09 1.23
H 4.92 -2.11 0.28
H 4.95 -5.16 0.52
H 6.12 -4.06 1.11
H 6.73 -2.13 -0.85
H 7.91 -3.21 -0.53
H 7.52 -3.04 -2.18
H 7.86 -5.51 -1.77
H 7.59 -5.51 -0.14
H 6.37 -6.39 -1.09
H 3.55 -1.73 -3.28
H 5.03 -2.41 -3.66
H 4.95 -1.68 -2.14
H 5.96 -5.48 -3.62
C -4.87 0.41 2.34
C -5.02 1.92 2.49
C -5.86 2.09 3.75
C -5.98 3.57 4.16
C -4.55 3.98 4.46
C -3.63 3.89 3.27
N -3.67 2.44 2.85
O -2.80 2.33 1.71
C -3.91 4.97 2.27
C -2.22 4.07 3.73
C -5.71 2.41 1.19
H -4.23 0.17 1.45
H -5.83 -0.14 2.25
H -4.32 0.03 3.25
H -6.84 1.66 3.65
H -5.43 1.50 4.47
H -6.53 3.65 5.14
H -6.55 4.22 3.48
H -4.17 3.36 5.28
H -4.50 5.03 4.85
H -3.48 5.84 2.74
H -3.56 4.87 1.25
H -5.01 5.14 2.21
H -1.56 4.15 2.88
H -2.11 4.93 4.34
H -1.81 3.21 4.31
H -5.27 2.03 0.24
H -5.92 3.48 1.07
H -6.74 1.93 1.11
H -2.40 1.44 1.75
C -3.37 -7.83 0.71
C -2.48 -7.72 -0.49
C -3.41 -7.47 -1.66
C -2.77 -6.99 -2.96
C -1.97 -5.75 -2.69
C -0.88 -5.99 -1.56
N -1.63 -6.54 -0.37
O -0.72 -6.74 0.70
C 0.20 -6.84 -2.15
C -0.38 -4.65 -1.11
C -1.79 -9.06 -0.64
H -4.06 -8.62 0.47
H -3.93 -6.90 0.77
H -2.82 -8.12 1.54
H -3.97 -8.42 -1.90
H -4.11 -6.68 -1.46
H -3.52 -6.82 -3.72
H -2.09 -7.72 -3.37
H -2.65 -5.02 -2.36
H -1.49 -5.35 -3.55
H -0.18 -7.83 -2.43
H 0.67 -6.23 -2.94
H 1.10 -7.10 -1.54
H -0.03 -4.07 -1.97
H -1.13 -4.23 -0.52
H 0.51 -4.69 -0.47
H -1.18 -9.17 -1.55
H -2.53 -9.95 -0.70
H -1.17 -9.32 0.21
H -0.72 -5.80 1.06
C 2.23 -0.67 -6.91
C 0.70 -0.74 -6.74
C 0.30 -1.24 -5.31
C 0.41 -0.27 -4.21
C -0.49 0.90 -4.54
C -0.02 1.60 -5.87
N 0.03 0.57 -6.94
O 0.42 1.20 -8.18
C -1.17 2.60 -6.28
C 1.27 2.42 -5.76
C 0.09 -1.71 -7.68
H 2.56 -1.61 -7.39
H 2.79 -0.50 -5.94
H 2.55 0.19 -7.57
H -0.75 -1.51 -5.44
H 0.86 -2.12 -5.16
H 1.46 0.08 -4.15
H 0.07 -0.69 -3.21
H -0.40 1.65 -3.78
H -1.55 0.55 -4.77
H -1.23 3.42 -5.53
H -1.10 3.02 -7.24
H -2.13 2.05 -6.34
H 1.44 3.07 -6.68
H 1.15 3.06 -4.84
H 2.15 1.76 -5.56
H -1.01 -1.69 -7.52
H 0.41 -2.76 -7.48
H 0.36 -1.36 -8.69
H 1.35 1.33 -8.06
C -7.14 -2.37 -1.85
C -6.25 -1.20 -2.17
C -4.97 -1.16 -1.26
C -3.83 -2.17 -1.61
C -3.48 -1.96 -3.10
C -4.69 -2.15 -4.01
N -5.76 -1.22 -3.58
O -6.79 -1.31 -4.46
C -4.32 -1.68 -5.43
C -5.08 -3.61 -4.12
C -6.98 0.08 -1.90
H -7.36 -2.30 -0.76
H -6.64 -3.25 -2.05
H -8.09 -2.44 -2.35
H -4.60 -0.18 -1.46
H -5.27 -1.10 -0.25
H -4.09 -3.21 -1.40
H -2.92 -2.02 -0.98
H -2.74 -2.69 -3.48
H -2.98 -0.99 -3.27
H -4.15 -0.57 -5.50
H -3.48 -2.23 -5.78
H -5.11 -1.96 -6.10
H -4.44 -4.08 -4.90
H -5.13 -4.19 -3.18
H -6.09 -3.68 -4.58
H -6.41 0.92 -2.41
H -7.03 0.22 -0.83
H -8.06 0.12 -2.31
H -7.15 -2.22 -4.50
C 1.11 -5.78 6.74
C 2.09 -4.54 6.74
C 3.43 -5.03 7.22
C 4.45 -3.92 7.16
C 4.63 -3.57 5.70
C 3.35 -3.09 5.01
N 2.30 -4.09 5.33
O 1.12 -3.58 4.77
C 2.99 -1.69 5.39
C 3.60 -3.16 3.42
C 1.50 -3.48 7.62
H 1.37 -6.44 7.56
H 1.23 -6.37 5.87
H 0.06 -5.51 6.75
H 3.36 -5.43 8.23
H 3.68 -5.87 6.53
H 5.40 -4.35 7.48
H 4.28 -3.11 7.77
H 4.82 -4.48 5.11
H 5.44 -2.88 5.47
H 3.82 -1.10 4.96
H 2.07 -1.34 4.97
H 3.06 -1.53 6.45
H 2.91 -3.95 3.03
H 3.24 -2.19 3.00
H 4.66 -3.31 3.11
H 0.56 -3.10 7.21
H 2.06 -2.66 8.08
H 1.14 -4.01 8.50
H 0.91 -4.10 4.02
C 2.88 4.48 -1.82
C 2.91 5.87 -1.13
C 2.97 6.98 -2.13
C 1.74 7.15 -2.91
C 0.56 7.49 -1.95
C 0.39 6.45 -0.81
N 1.69 6.04 -0.23
O 1.57 5.11 0.78
C -0.36 7.04 0.39
C -0.48 5.26 -1.34
C 4.15 5.88 -0.27
H 3.81 4.33 -2.39
H 2.04 4.46 -2.57
H 2.68 3.87 -0.98
H 3.27 7.89 -1.60
H 3.87 6.80 -2.80
H 1.52 6.25 -3.47
H 1.80 8.00 -3.55
H -0.39 7.47 -2.47
H 0.70 8.46 -1.53
H -0.39 6.34 1.25
H 0.14 7.94 0.71
H -1.40 7.37 0.13
H -0.06 4.87 -2.27
H -0.48 4.43 -0.59
H -1.54 5.59 -1.47
H 4.01 5.14 0.51
H 4.35 6.80 0.32
H 4.99 5.64 -0.92
H 1.06 4.35 0.53
C 5.12 0.55 0.21
C 6.42 1.36 0.56
C 6.09 2.90 0.67
C 5.29 3.26 1.93
C 6.18 2.89 3.15
C 6.67 1.43 3.16
N 7.21 1.04 1.79
O 7.45 -0.37 1.71
C 7.86 1.16 4.01
C 5.45 0.58 3.55
C 7.43 1.19 -0.56
H 5.34 -0.52 0.05
H 4.75 0.94 -0.76
H 4.32 0.53 0.93
H 7.01 3.46 0.70
H 5.60 3.13 -0.24
H 4.41 2.57 2.03
H 4.98 4.28 1.97
H 5.65 3.05 4.12
H 7.04 3.57 3.21
H 7.63 1.40 5.04
H 8.20 0.10 4.16
H 8.66 1.80 3.57
H 5.44 0.67 4.67
H 4.51 0.79 3.13
H 5.75 -0.42 3.31
H 8.02 0.20 -0.51
H 8.17 1.97 -0.49
H 6.98 1.31 -1.54
H 8.40 -0.46 1.62
C 1.07 0.73 -0.81
C -0.25 0.32 -0.19
C -0.44 -1.21 0.05
C 0.41 -1.75 1.19
C 0.11 -1.09 2.47
C 0.19 0.40 2.42
N -0.52 0.89 1.17
O -0.21 2.28 1.13
C -0.58 0.87 3.68
C 1.68 0.78 2.38
C -1.38 0.83 -1.03
H 1.42 -0.05 -1.56
H 1.94 0.76 -0.11
H 0.96 1.72 -1.33
H -1.46 -1.36 0.32
H -0.31 -1.72 -0.93
H 1.44 -1.62 0.86
H 0.43 -2.76 1.38
H 0.80 -1.45 3.24
H -0.91 -1.39 2.81
H -0.19 0.33 4.52
H -0.28 1.87 3.89
H -1.67 0.69 3.60
H 2.08 0.73 3.37
H 2.24 0.09 1.71
H 1.83 1.77 2.02
H -2.35 0.35 -0.84
H -1.18 0.59 -2.11
H -1.66 1.86 -0.91
H -1.06 2.67 1.18
C -8.32 2.93 -3.30
C -7.05 3.84 -3.10
C -7.00 4.52 -1.69
C -5.75 5.27 -1.42
C -4.54 4.38 -1.74
C -4.54 3.61 -3.07
N -5.90 2.93 -3.22
O -5.99 2.24 -4.45
C -4.18 4.57 -4.26
C -3.58 2.50 -3.08
C -7.26 4.90 -4.17
H -9.26 3.43 -3.30
H -8.34 2.15 -2.55
H -8.23 2.34 -4.25
H -7.87 5.15 -1.50
H -7.03 3.66 -0.98
H -5.70 5.65 -0.38
H -5.67 6.20 -2.01
H -4.52 3.52 -1.05
H -3.62 4.90 -1.62
H -4.61 5.53 -4.00
H -3.14 4.64 -4.34
H -4.60 4.15 -5.17
H -2.55 2.78 -2.82
H -3.76 1.81 -2.21
H -3.61 1.88 -3.97
H -7.30 4.46 -5.14
H -6.59 5.76 -4.16
H -8.23 5.25 -3.97
H -5.93 1.28 -4.17
C 3.08 1.78 7.37
C 3.53 2.78 6.31
O 2.49 2.84 5.33
H 3.77 1.62 8.20
H 2.73 0.78 7.03
H 2.14 2.20 7.82
H 4.47 2.44 5.87
H 3.71 3.77 6.78
H 2.78 3.38 4.56
C 2.80 6.24 5.13
C 2.20 6.02 3.80
O 2.89 4.87 3.24
H 2.57 5.43 5.84
H 2.32 7.02 5.69
H 3.83 6.41 5.06
H 2.39 6.87 3.18
H 1.14 5.80 3.82
H 2.58 4.75 2.31
C -2.88 -3.76 3.61
C -2.16 -4.15 2.34
O -0.82 -4.55 2.63
H -2.61 -4.46 4.41
H -3.97 -3.79 3.48
H -2.71 -2.72 3.98
H -2.14 -3.29 1.68
H -2.71 -4.93 1.87
H -0.85 -5.23 3.32

Here are the Mulliken charges for atoms 1 to 5, given in e: number 1, C, carries -1.511; number 2, C, carries 2.170; number 3, C, carries 0.587; number 4, C, carries 2.170; number 5, C, carries -2.171